{"formula": "H5N2PS", "method": "wB97M-V/def2-TZVPD", "species": ["N", "N", "P", "S", "H", "H", "H", "H", "H"], "coordinates": [[1.0811, -1.0637, 0.1113], [0.9121, 1.3479, -0.1316], [0.5233, 0.1917, 1.0624], [-2.4224, 0.1677, -0.0464], [0.8415, -1.1801, -0.8630], [1.1290, -1.9608, 0.4901], [0.3880, 2.1830, 0.0071], [0.8643, 1.0191, -1.0839], [-3.3170, -0.7049, 0.4541]], "forces_ev_per_angstrom": [[-0.22, 0.79, 0.18], [-0.52, -0.94, 1.59], [-0.62, -0.02, -2.94], [1.35, 0.15, 0.36], [-0.11, 0.55, -0.14], [0.07, -1.52, 1.10], [-0.28, 0.88, -0.16], [0.00, 0.11, -0.15], [0.33, 0.00, 0.17]], "mulliken_charge": [-0.424, -0.481, 0.355, -0.569, 0.259, 0.241, 0.284, 0.286, 0.048], "spin_multiplicity": 1, "de_lowest_kcal_mol": 35.1, "orbital_gap_ha": 0.249, "lumo_ev": -0.958, "energy_ev": -23184.5233}